ORCA calculation (wB97M-V/def2-TZVPD) on one molecule with the formula C4H8OS in a non-equilibrium geometry.

Each line ends with the Mulliken charge.
Element x y z (Å)
1 C -1.67631 0.02044 1.49501  -0.727
2 S -1.50022 0.92237 -0.02357  0.425
3 O -2.60996 0.57246 -0.90218  -0.607
4 C -0.30240 -0.34658 -0.04560  -0.354
5 C 1.06411 0.04866 0.25315  -0.471
6 C 1.51836 0.11418 -1.18518  -1.030
7 H -2.46794 -0.78415 1.59446  0.315
8 H -1.07235 0.29031 2.29811  0.380
9 H -0.55421 -1.39606 -0.33719  0.368
10 H 1.16731 0.92347 0.72177  0.400
11 H 1.58022 -0.59782 0.83859  0.365
12 H 0.74285 0.57905 -1.75780  0.361
13 H 1.58114 -0.98599 -1.58730  0.259
14 H 2.52939 0.63966 -1.36228  0.316

Forces on atoms 1 to 2 (eV/Å):
0.3 -1.7 -3.1
-0.1 -0.5 0.7

- DFT total energy: -630.4819 Ha
- Relative energy (zero: lowest compared OMol25 entry of this formula, charge and spin): 96.0 kcal/mol
- SMILES: C=S(=O)=CCC
- Frontier orbital gap: 0.33534 Ha
- E_HOMO: -8.41 eV
- Net charge: 0